Entry 1:
8
Properties=species:S:1:pos:R:3:forces:R:3 method="wB97M-V/def2-TZVPD" e_above_lowest_kcal_mol=10.6 e_homo_ev="-1.75 / -1.75" charge=-2 spin_multiplicity=1 e_lumo_ev="6.57 / 6.57" homo_lumo_gap_ev="8.3 / 8.3" energy_ha=-776.0018
N -0.31061 -0.86765 -1.15692 0.343 0.432 -1.430
N 1.30098 -0.07890 -0.46535 1.546 2.404 0.824
N -1.24815 -1.38525 -0.46247 1.229 0.183 -1.096
O 2.03571 0.49044 -1.33915 -0.887 -1.042 0.055
O -1.78870 -2.39428 -0.96525 -0.814 -0.789 -0.014
Cl -0.84755 4.80673 6.43876 -0.012 0.086 0.108
H -0.01397 -1.34821 -2.10680 -1.043 0.460 2.137
H 0.87229 0.77713 0.05719 -0.362 -1.736 -0.583

Entry 2:
134
Properties=species:S:1:pos:R:3:forces:R:3 method="wB97M-V/def2-TZVPD" e_homo_ev=-10.67 charge=+1 spin_multiplicity=1 e_lumo_ev=-2.53 homo_lumo_gap_ev=8.1 energy_ha=-2964.5030
C 6.48107 -1.05780 1.91095 0.459 -0.142 0.285
C 7.67360 -1.38126 1.01656 0.226 -0.337 0.069
C 7.87763 -2.90555 0.89060 -0.576 0.269 -0.336
C 7.60450 -0.63463 -0.32279 -0.266 0.586 0.421
C 6.21762 -0.59028 -0.97126 0.191 -0.283 -0.779
C 5.75306 -2.00501 -1.33363 -0.177 0.163 0.275
C 6.25581 0.31060 -2.21793 0.341 -0.413 0.335
O 5.36050 1.44174 -2.13120 -0.030 0.174 -0.412
N 4.05893 1.10133 -1.93371 -0.235 0.003 0.240
C 3.25437 1.84410 -1.12021 -0.338 -0.198 0.227
C 2.03326 1.23775 -1.10966 0.372 0.159 -0.023
C 0.82538 1.68961 -0.37190 -0.296 -0.283 -0.383
C 0.57818 0.99402 0.95520 -0.497 0.075 0.091
O 0.42315 -0.40228 0.80526 0.664 0.193 -0.116
Si 1.23196 -1.36549 1.92922 -0.179 -0.826 0.524
C 1.18137 -3.10198 1.22350 0.070 0.722 -0.398
C 3.02768 -0.85276 2.12289 -0.736 0.519 -0.409
C 0.37416 -1.32889 3.58004 0.115 0.195 -0.166
N 2.13423 0.13073 -1.94082 0.165 0.187 -0.148
C 1.05739 -0.82123 -2.24063 0.090 -0.865 0.590
C 1.36929 -1.79409 -3.36980 -0.149 0.195 -0.037
O 0.64138 -1.82264 -4.32806 0.013 0.180 -0.403
N 2.49863 -2.59214 -3.22158 -0.343 -0.071 -0.429
C 2.38622 -3.59098 -2.13746 0.512 0.100 0.072
C 2.96866 -3.15530 -4.49524 0.298 -0.268 0.253
C 3.37662 0.08539 -2.44291 0.256 0.272 0.001
H 6.51918 -1.66870 2.81115 -0.004 -0.059 0.109
H 5.53101 -1.27096 1.43113 -0.014 0.070 0.015
H 6.52497 -0.02208 2.24598 -0.274 0.181 -0.119
H 8.55627 -1.00428 1.53248 0.125 0.122 -0.065
H 8.59952 -3.27030 1.61124 0.079 -0.099 0.081
H 6.93239 -3.42150 1.05523 -0.015 -0.161 0.131
H 8.18844 -3.18191 -0.11394 0.313 -0.073 -0.017
H 7.89572 0.40217 -0.13184 0.029 0.095 0.005
H 8.33881 -1.01625 -1.03257 0.025 -0.202 -0.064
H 5.51179 -0.13156 -0.28065 -0.050 0.022 0.140
H 6.55976 -2.55380 -1.81279 0.053 -0.112 -0.068
H 5.45946 -2.53774 -0.43302 0.076 -0.192 0.045
H 4.89226 -2.01823 -1.99852 -0.075 0.028 -0.101
H 6.09942 -0.25495 -3.13786 -0.297 0.069 -0.119
H 7.22348 0.78910 -2.32557 0.022 0.235 0.027
H 3.58534 2.71992 -0.59689 0.189 0.063 -0.039
H -0.04797 1.56995 -1.01572 -0.105 -0.046 0.013
H 0.92120 2.75668 -0.18849 0.054 0.130 0.008
H 1.37505 1.25785 1.65536 0.145 -0.077 0.035
H -0.34827 1.40515 1.35631 -0.070 0.088 0.147
H 1.06080 -3.83939 2.00885 0.014 -0.173 0.032
H 2.10541 -3.27591 0.67474 0.108 -0.251 0.135
H 0.37160 -3.18487 0.49898 -0.223 -0.174 0.097
H 3.41535 -0.47064 1.17450 0.169 -0.152 -0.114
H 3.60191 -1.70967 2.45961 0.118 0.008 0.130
H 3.11236 -0.04158 2.84304 0.190 -0.056 0.188
H -0.08917 -0.36643 3.79461 -0.018 0.122 0.035
H -0.40226 -2.08641 3.64641 -0.114 -0.081 -0.032
H 1.11819 -1.51790 4.35356 -0.006 -0.051 0.096
H 0.88229 -1.42067 -1.34526 -0.030 0.176 0.194
H 0.12822 -0.31663 -2.46909 0.050 0.306 -0.133
H 2.87186 -4.50195 -2.47149 0.045 -0.078 -0.064
H 1.35305 -3.84255 -1.91252 -0.111 0.042 0.074
H 2.91039 -3.27681 -1.23976 -0.087 0.138 0.111
H 2.75147 -2.48841 -5.31930 -0.096 0.101 -0.044
H 4.04719 -3.28855 -4.42474 0.083 -0.038 0.016
H 2.53125 -4.13063 -4.69642 -0.201 -0.023 -0.128
H 3.78865 -0.62334 -3.12789 -0.161 -0.236 -0.065
O -5.37364 -1.06040 2.07713 0.053 -0.029 0.041
C -5.01434 0.01053 1.66537 -0.123 -0.037 -0.285
O -5.13782 1.08237 2.46406 0.150 0.016 0.229
C -4.56069 2.36046 2.15682 -0.034 0.162 -0.122
C -5.40277 3.14941 1.17852 0.062 -0.010 0.142
C -4.51475 0.18044 0.24863 0.362 -0.026 0.108
H -3.53550 2.23457 1.79765 -0.009 -0.082 -0.030
H -4.49459 2.86516 3.11886 -0.058 -0.047 0.038
H -5.48509 2.63636 0.22951 -0.033 0.043 -0.151
H -4.96310 4.13347 1.00631 0.008 0.000 0.051
H -6.41468 3.27920 1.56011 0.010 0.023 0.048
H -5.38160 0.28325 -0.40111 -0.050 0.070 -0.015
H -3.96864 -0.71995 -0.02538 -0.114 -0.060 0.020
H -3.86560 1.03975 0.09990 -0.081 0.060 -0.014
O -11.88308 -2.06116 5.06482 -0.053 -0.017 0.040
C -10.88547 -1.86365 4.42938 -0.027 0.140 -0.110
O -9.71167 -1.76325 5.08127 0.033 -0.119 0.099
C -8.45120 -1.69043 4.40346 0.143 0.064 -0.084
C -8.10009 -0.28233 3.97907 -0.194 0.119 0.051
C -10.92648 -1.65914 2.93033 0.114 -0.292 -0.056
H -8.42651 -2.38865 3.56592 -0.017 0.017 -0.011
H -7.72722 -2.04994 5.13228 -0.041 -0.015 0.049
H -8.81906 0.11238 3.25947 0.019 -0.036 -0.039
H -7.11302 -0.26498 3.52556 0.045 -0.028 0.003
H -8.10487 0.38253 4.84368 0.019 -0.026 0.025
H -11.18798 -0.62065 2.73251 -0.002 0.024 0.000
H -11.70716 -2.29896 2.52747 -0.101 0.082 0.054
H -9.99720 -1.89396 2.41807 0.016 0.108 0.018
O -7.18230 1.97115 -1.15026 -0.122 -0.087 -0.056
C -6.95643 1.92759 -2.33097 -0.059 0.052 -0.038
O -5.75492 2.36173 -2.75582 0.114 -0.037 0.048
C -5.27655 2.14640 -4.09192 0.065 -0.074 -0.197
C -5.77837 3.16831 -5.08435 -0.231 0.080 0.081
C -7.98578 1.45313 -3.32708 0.135 -0.258 -0.024
H -5.51060 1.12700 -4.40781 -0.038 0.007 0.015
H -4.19401 2.21663 -4.01204 0.014 0.041 0.070
H -6.86320 3.13012 -5.18688 0.002 -0.041 -0.045
H -5.33436 2.97361 -6.05997 0.030 0.045 -0.013
H -5.50769 4.17703 -4.77753 0.108 -0.021 -0.005
H -8.65187 2.28426 -3.55463 -0.010 0.021 -0.009
H -8.56484 0.66038 -2.86070 -0.068 0.096 0.084
H -7.56860 1.06913 -4.25377 0.003 0.104 -0.031
O -2.69337 4.39459 -5.88313 -0.090 -0.012 -0.023
C -1.89216 3.51797 -6.02675 0.262 0.116 0.090
O -1.87703 2.51577 -5.11123 -0.171 -0.070 0.110
C -1.10268 1.32389 -5.24542 0.178 -0.052 -0.018
C 0.34202 1.51665 -4.82214 0.031 0.139 -0.018
C -0.84930 3.54082 -7.11696 -0.188 -0.271 -0.218
H -1.17101 0.92274 -6.25769 0.009 0.059 -0.029
H -1.59660 0.60600 -4.59168 -0.003 -0.006 0.002
H 0.85420 2.22914 -5.46740 0.018 -0.002 -0.012
H 0.86896 0.56522 -4.87837 -0.028 -0.027 -0.024
H 0.40036 1.90155 -3.80049 -0.066 -0.012 0.006
H -0.02250 4.17009 -6.78995 0.009 0.017 0.012
H -1.29722 3.98693 -8.00068 0.012 0.128 0.049
H -0.46643 2.56069 -7.39147 0.049 0.014 0.069
O 3.23546 -1.30652 5.32689 -0.038 -0.079 -0.067
C 3.96487 -0.46252 5.77180 0.134 0.093 0.226
O 5.27708 -0.53101 5.47185 -0.087 -0.073 -0.236
C 6.20826 0.51090 5.78273 0.166 0.129 0.163
C 6.74094 0.40115 7.19567 -0.102 -0.091 0.040
C 3.46422 0.62404 6.69439 0.019 0.189 -0.246
H 5.76946 1.48970 5.58177 -0.038 -0.016 0.023
H 7.01983 0.37454 5.06921 -0.038 -0.051 -0.039
H 5.94851 0.51532 7.93488 0.001 0.061 -0.001
H 7.49239 1.16917 7.37796 0.009 0.002 -0.018
H 7.19596 -0.57682 7.34901 0.041 0.010 -0.021
H 3.41759 0.22191 7.70540 -0.002 -0.011 0.021
H 2.45908 0.89457 6.38199 -0.069 -0.118 0.062
H 4.07142 1.52542 6.69957 0.054 -0.063 0.078

Entry 3:
15
Properties=species:S:1:pos:R:3:forces:R:3 method="wB97M-V/def2-TZVPD" e_above_lowest_kcal_mol=63.9 e_homo_ev=-8.79 smiles="O=C=CC/C=C/O.[H][H]" spin_multiplicity=1 e_lumo_ev=0.78 homo_lumo_gap_ev=9.6 energy_ha=-345.7031
O -1.46359 -2.33419 0.72873 -0.110 0.918 -0.339
C -1.62395 -1.23668 0.35836 -0.003 -0.564 0.208
C -1.82700 -0.00254 -0.05500 -0.023 -0.181 0.087
C -0.74768 1.06259 0.01923 0.059 0.065 -0.049
C 0.50102 0.54519 0.67802 0.231 -0.059 -0.095
C 1.60148 0.25144 -0.00917 -0.456 0.148 -0.016
O 2.70837 -0.27544 0.58042 0.208 -0.068 -0.065
H -2.81301 0.21770 -0.45282 0.104 -0.065 0.083
H -1.14267 1.92817 0.56742 0.077 -0.137 -0.067
H -0.51400 1.41970 -0.99335 -0.023 -0.078 0.151
H 0.47781 0.33985 1.74659 -0.003 0.017 -0.112
H 1.66423 0.42474 -1.08363 -0.007 -0.029 0.161
H 3.32482 -0.56119 -0.10229 -0.046 0.068 0.144
H 0.12214 -0.77403 -2.74580 -0.069 -0.016 0.009
H -0.37214 -0.77011 -2.18779 0.061 -0.019 -0.099

Entry 4:
60
Properties=species:S:1:pos:R:3:forces:R:3 method="wB97M-V/def2-TZVPD" e_above_lowest_kcal_mol=6.5 e_homo_ev=-8.62 smiles="CCC[C@@H](C)NC(=O)CSc1ccccc1C(=O)OCC(=O)N[C@@H](C)CCC" spin_multiplicity=1 e_lumo_ev=0.12 homo_lumo_gap_ev=8.7 energy_ha=-1628.1340
C -1.44584 -5.88188 4.94080 -0.202 0.014 -0.154
C -2.14628 -5.28965 3.72364 0.248 0.161 0.124
C -1.28515 -4.22239 3.05223 -0.321 -0.262 -0.262
C -1.89331 -3.68057 1.75431 -0.016 -0.082 0.120
C -3.14750 -2.84270 1.99231 0.128 -0.247 -0.142
N -0.90676 -2.87507 1.06128 -0.069 0.026 0.377
C -0.49680 -3.11533 -0.19310 0.338 0.324 0.041
O -0.84809 -4.06603 -0.86142 -0.136 -0.336 -0.307
C 0.49488 -2.08878 -0.72937 -0.337 0.515 -0.100
S 0.18192 -0.36780 -0.18984 0.751 -0.788 -0.027
C -1.30228 0.04691 -1.02940 0.003 0.123 0.053
C -2.04626 -0.87514 -1.76087 0.028 -0.020 0.015
C -3.19899 -0.48232 -2.41249 -0.041 0.113 -0.009
C -3.63695 0.83429 -2.36010 -0.063 -0.047 -0.038
C -2.91048 1.76033 -1.64271 0.128 -0.033 0.079
C -1.74970 1.37920 -0.97159 -0.159 -0.254 -0.158
C -0.96794 2.34600 -0.19783 0.320 0.014 0.398
O -0.07636 2.01117 0.56454 -0.494 0.464 -0.029
O -1.31226 3.61384 -0.41218 -0.240 -0.089 -0.298
C -0.58241 4.63272 0.26847 0.333 0.398 0.229
C 0.74741 4.94579 -0.45313 -0.534 -0.259 0.413
O 0.89704 5.95489 -1.10667 -0.041 0.414 -0.252
N 1.67905 4.00204 -0.26530 0.409 -0.363 0.118
C 2.96007 3.97817 -0.94731 0.048 -0.042 -0.083
C 4.07542 3.93198 0.09274 -0.124 0.172 -0.253
C 2.98208 2.77296 -1.89585 0.256 0.401 -0.083
C 4.21707 2.71748 -2.79131 -0.233 -0.217 0.053
C 4.12116 1.57197 -3.79231 0.126 0.202 0.094
H -1.23301 -5.10678 5.67393 0.051 0.049 0.113
H -2.07132 -6.63634 5.41160 0.007 -0.086 0.114
H -0.50599 -6.34716 4.65229 0.116 -0.057 0.017
H -3.09793 -4.85675 4.03560 -0.089 -0.037 -0.053
H -2.35841 -6.08351 3.00466 -0.087 -0.001 -0.051
H -1.12208 -3.39406 3.74661 0.084 0.076 0.052
H -0.31086 -4.65646 2.81482 0.048 0.041 0.015
H -2.12435 -4.51266 1.08064 0.043 0.099 0.118
H -3.50041 -2.42593 1.05120 -0.049 0.042 -0.055
H -2.93200 -2.02342 2.67593 0.000 0.116 0.098
H -3.93957 -3.45238 2.41555 -0.137 -0.021 0.097
H -0.59061 -2.03198 1.52009 -0.032 0.004 -0.163
H 1.48351 -2.31145 -0.32370 0.003 0.038 -0.028
H 0.54576 -2.14497 -1.81590 -0.039 -0.160 0.061
H -1.74329 -1.90604 -1.82521 0.043 -0.116 -0.045
H -3.76159 -1.21751 -2.96800 -0.052 -0.066 -0.056
H -4.53791 1.12879 -2.87507 -0.078 0.037 -0.039
H -3.22618 2.78973 -1.58289 -0.039 0.076 -0.027
H -1.21880 5.51775 0.23808 0.171 -0.138 -0.013
H -0.38775 4.32600 1.30159 -0.091 0.043 -0.125
H 1.43971 3.17402 0.26932 -0.148 0.243 -0.072
H 3.02264 4.90790 -1.52217 -0.004 -0.139 0.058
H 5.04656 4.01583 -0.38493 0.163 -0.038 -0.001
H 3.96402 4.75789 0.79102 0.024 0.053 0.070
H 4.03428 2.99682 0.64744 0.033 -0.133 0.096
H 2.91506 1.85585 -1.30412 -0.076 -0.090 0.027
H 2.09156 2.82453 -2.52823 -0.052 -0.046 0.023
H 5.11174 2.58300 -2.18172 0.071 0.088 0.002
H 4.31479 3.66329 -3.32822 0.069 0.074 0.028
H 3.24906 1.69433 -4.43097 -0.087 -0.034 -0.087
H 5.00642 1.54017 -4.42307 0.048 -0.083 -0.103
H 4.03424 0.61942 -3.27369 -0.019 -0.133 0.008